No. 1
{"formula": "C7H10", "method": "ωB97M-V/def2-TZVPD", "total_energy_ev": -7417.239, "lumo_ha": 0.01856, "smiles": "C=CC(C=C)=CC", "species": ["C", "C", "C", "C", "C", "C", "C", "H", "H", "H", "H", "H", "H", "H", "H", "H", "H"], "positions_angstrom": [[1.29719, 0.38853, -1.34548], [1.93468, -0.72719, -1.55232], [-0.26900, -0.95808, -0.03402], [0.21461, 0.27150, -0.34154], [-0.01637, 1.61434, 0.22445], [-1.15499, 2.18692, 0.77541], [-1.14226, -1.56616, 1.17265], [1.43729, 1.39484, -1.74906], [1.91212, -1.42580, -0.79747], [2.53040, -1.15159, -2.43406], [-0.04326, -1.82089, -0.73743], [0.96149, 2.18403, 0.27286], [-1.04322, 3.23452, 1.12830], [-2.04137, 1.50223, 0.93629], [-0.67526, -1.81849, 2.10838], [-1.99875, -0.89614, 1.51689], [-1.90330, -2.41259, 0.85612]], "nbo_charge": [-0.22, -0.35, -0.14, -0.13, -0.21, -0.39, -0.67, 0.22, 0.19, 0.20, 0.20, 0.20, 0.21, 0.21, 0.23, 0.21, 0.22]}

---

No. 2
{"formula": "C7H10", "method": "ωB97M-V/def2-TZVPD", "total_energy_ev": -7418.328, "lumo_ha": 0.03163, "smiles": "C=CC(C=C)=CC", "species": ["C", "C", "C", "C", "C", "C", "C", "H", "H", "H", "H", "H", "H", "H", "H", "H", "H"], "positions_angstrom": [[-0.07990, 1.60930, -0.10421], [-0.02041, 2.45011, 0.93345], [0.60828, -0.46378, 0.95126], [-0.03412, 0.12212, -0.06030], [-0.69670, -0.63969, -1.13873], [-0.60985, -0.25629, -2.41436], [0.53397, -1.97067, 1.19457], [-0.04555, 2.10616, -1.06898], [0.40771, 2.23891, 1.90731], [-0.55232, 3.39215, 0.86830], [1.09867, 0.08192, 1.74594], [-0.98805, -1.64409, -0.86449], [-0.76852, -0.90411, -3.26370], [-0.44360, 0.80224, -2.56834], [1.33437, -2.39220, 0.59197], [-0.47875, -2.33581, 1.04634], [0.73477, -2.19627, 2.24397]], "nbo_charge": [-0.19, -0.38, -0.13, -0.11, -0.20, -0.37, -0.66, 0.20, 0.19, 0.20, 0.20, 0.20, 0.21, 0.19, 0.22, 0.21, 0.21]}

---

No. 3
{"formula": "C7H10", "method": "ωB97M-V/def2-TZVPD", "total_energy_ev": -7418.341, "lumo_ha": 0.04533, "smiles": "C1C[C@H]2[C@@H]1[C@H]1C[C@@H]21", "species": ["C", "C", "C", "C", "C", "C", "C", "H", "H", "H", "H", "H", "H", "H", "H", "H", "H"], "positions_angstrom": [[0.45273, -1.26732, 1.17281], [-0.44232, -1.42138, -0.01532], [-0.81317, -0.47199, 1.12480], [-0.82786, 0.72121, 0.14356], [0.36075, 1.65382, -0.18625], [0.97737, 0.55829, -1.09195], [-0.35908, -0.22901, -0.98401], [0.41245, -2.11262, 1.85694], [1.43385, -0.80332, 1.11869], [-0.88239, -2.38068, -0.27276], [-1.57727, -0.61167, 1.88482], [-1.81314, 1.19314, 0.12836], [0.96680, 2.12245, 0.59295], [-0.04608, 2.44350, -0.82676], [1.27002, 0.88569, -2.09334], [1.82942, 0.03466, -0.64992], [-0.94208, -0.31477, -1.90262]], "nbo_charge": [-0.43, -0.22, -0.22, -0.21, -0.41, -0.41, -0.20, 0.22, 0.21, 0.22, 0.22, 0.21, 0.20, 0.20, 0.21, 0.20, 0.21]}

---

No. 4
{"formula": "C7H10", "method": "ωB97M-V/def2-TZVPD", "total_energy_ev": -7419.803, "lumo_ha": 0.04328, "smiles": "C[C@@H]1[C@@H]2C=CC[C@H]12", "species": ["C", "C", "C", "C", "C", "C", "C", "H", "H", "H", "H", "H", "H", "H", "H", "H", "H"], "positions_angstrom": [[0.53132, -1.30010, 1.30197], [-0.40528, -0.12241, 1.20828], [-0.03782, 1.08441, 0.39832], [0.97247, 0.89439, -0.75397], [0.21952, 0.04854, -1.75921], [-1.02108, -0.21715, -1.34912], [-1.27678, 0.28099, 0.02649], [1.37432, -1.03565, 1.95440], [0.04230, -2.18207, 1.72757], [0.93378, -1.56874, 0.32182], [-0.90511, 0.10331, 2.15168], [-0.16267, 2.07768, 0.82041], [1.93286, 0.42870, -0.48032], [1.23721, 1.86744, -1.18529], [0.64668, -0.29933, -2.69610], [-1.80072, -0.64968, -1.96631], [-2.28541, 0.59728, 0.28056]], "nbo_charge": [-0.62, -0.20, -0.22, -0.45, -0.20, -0.20, -0.27, 0.21, 0.21, 0.22, 0.21, 0.22, 0.22, 0.22, 0.21, 0.21, 0.22]}

---

No. 5
{"formula": "C7H10", "method": "ωB97M-V/def2-TZVPD", "total_energy_ev": -7415.985, "lumo_ha": 0.00012, "species": ["C", "C", "C", "C", "C", "C", "C", "H", "H", "H", "H", "H", "H", "H", "H", "H", "H"], "positions_angstrom": [[1.30667, 0.42505, 1.26657], [0.83109, -0.98097, 1.01141], [0.54134, 0.10322, 0.02183], [0.99517, 0.20649, -1.42852], [-0.39744, 0.61159, -1.89809], [-2.08136, -0.21103, -0.14898], [-0.82947, 0.61264, -0.43362], [2.37065, 0.63007, 1.16387], [0.80929, 1.00128, 2.04425], [1.56955, -1.73661, 0.75332], [0.00017, -1.34992, 1.60982], [1.72212, 1.00024, -1.65562], [1.36197, -0.70224, -1.92657], [-1.96880, -1.23276, -0.52778], [-2.27044, -0.27625, 0.92783], [-2.95550, 0.23546, -0.63156], [-1.00500, 1.66376, -0.14816]], "nbo_charge": [-0.41, -0.41, -0.08, -0.59, 0.21, -0.59, -0.39, 0.21, 0.21, 0.22, 0.22, 0.26, 0.25, 0.21, 0.21, 0.23, 0.25]}

---

No. 6
{"formula": "C7H10", "method": "ωB97M-V/def2-TZVPD", "total_energy_ev": -7414.072, "lumo_ha": [0.00724, 0.02132], "species": ["C", "C", "C", "C", "C", "C", "C", "H", "H", "H", "H", "H", "H", "H", "H", "H", "H"], "positions_angstrom": [[1.55469, -0.43220, 0.32237], [0.63601, 0.72765, 0.89704], [-0.07437, 1.27497, -0.16638], [-0.90551, 0.06688, -0.57026], [-1.73768, -0.10924, 0.70005], [-0.36982, -0.40324, 1.30906], [0.14995, -1.04857, 0.02064], [2.28914, -0.29874, -0.47901], [2.02924, -1.01688, 1.12450], [1.60738, 1.32054, -2.27503], [1.09894, 0.81561, -2.47120], [-0.05476, 2.26162, -0.62069], [-1.36294, -0.00015, -1.56443], [-2.31090, 0.77867, 0.99346], [-2.36933, -0.99807, 0.67272], [-0.19135, -0.81949, 2.30194], [0.01132, -2.11934, -0.19476]], "nbo_charge": [-0.42, -0.01, -0.14, -0.26, -0.40, -0.26, -0.21, 0.21, 0.21, 0.01, 0.00, 0.21, 0.22, 0.21, 0.21, 0.22, 0.21]}

---

No. 7
{"formula": "C7H10", "method": "ωB97M-V/def2-TZVPD", "total_energy_ev": -7415.118, "lumo_ha": [0.01874, 0.02580], "species": ["C", "C", "C", "C", "C", "C", "C", "H", "H", "H", "H", "H", "H", "H", "H", "H", "H"], "positions_angstrom": [[-1.85891, 0.59165, -0.00361], [-0.38498, 0.21761, -0.07337], [0.40210, 0.81729, -1.22997], [1.46043, -0.97069, -0.43693], [1.45576, -0.67557, 0.91396], [0.39312, 0.32437, 1.25940], [0.02806, -1.16052, -0.43616], [-1.96985, 1.66730, 0.18083], [-2.34532, 0.36639, -0.95869], [-2.38439, 0.05451, 0.79439], [0.10443, 1.83424, -1.50573], [0.65114, 0.24544, -2.11843], [2.18123, -1.63866, -0.89930], [2.26152, -0.94956, 1.59002], [0.82272, 1.31010, 1.50113], [-0.23532, -0.01119, 2.09213], [-0.58174, -2.02269, -0.66968]], "nbo_charge": [-0.61, -0.16, -0.52, -0.22, -0.06, -0.45, -0.11, 0.22, 0.22, 0.21, 0.17, 0.19, 0.23, 0.21, 0.22, 0.22, 0.23]}

---

No. 8
{"formula": "C7H10", "method": "ωB97M-V/def2-TZVPD", "total_energy_ev": -7415.562, "lumo_ha": [-0.01175, -0.01182], "species": ["C", "C", "C", "C", "C", "C", "C", "H", "H", "H", "H", "H", "H", "H", "H", "H", "H"], "positions_angstrom": [[1.07494, 0.03593, 1.67857], [-0.13218, 0.69241, 1.04978], [-0.21056, 1.21307, -0.35589], [0.55626, 0.33400, -1.34277], [-0.29409, -0.88451, -0.90191], [-1.15438, -1.53654, -1.89853], [-1.06714, 0.03504, 0.07728], [1.78263, 0.79325, 2.03168], [0.78016, -0.57558, 2.53838], [1.61259, -0.61162, 0.97895], [-0.67987, 1.33065, 1.74298], [-0.53876, 2.22636, -0.56618], [1.64176, 0.27417, -1.20673], [0.33320, 0.58082, -2.38413], [0.24735, -1.70591, -0.39193], [-1.81098, -2.19772, -1.28655], [-2.14093, -0.00381, 0.23700]], "nbo_charge": [-0.62, -0.22, -0.21, -0.41, -0.42, 0.04, -0.21, 0.22, 0.21, 0.21, 0.22, 0.22, 0.20, 0.23, 0.25, 0.08, 0.22]}

---

Short version: ΔE to the lowest compared entry with this formula, charge and spin = 87.5, 62.4, 62.1, 28.4, 116.5, 160.6, 136.4, 126.2 kcal/mol, in the order given.